Record 1
Formula: C18H31CrN8O3S
Source: OMol25
Level of theory: ωB97M-V/def2-TZVPD

Each line ends with the Mulliken charge.
Geometry (Å):
Cr1 2.5520 -10.1816 15.1999  0.271
N1 2.0669 -10.7005 17.2495  -0.306
C1 1.0231 -11.7382 17.5357  -0.676
C2 -0.3323 -11.4332 16.9034  -0.646
C3 -0.3815 -11.4699 15.3684  -0.643
N2 0.4405 -10.4090 14.7317  -0.116
H1 2.9322 -11.0397 17.6901  0.262
H2 1.8041 -9.8250 17.7128  0.315
H3 0.8924 -11.8568 18.6150  0.399
H4 1.4060 -12.6991 17.1765  0.345
H5 -0.6843 -10.4477 17.2774  0.308
H6 -1.0587 -12.1392 17.3169  0.399
H7 -1.4221 -11.3671 15.0230  0.411
H8 -0.0640 -12.4509 14.9405  0.359
H9 0.0625 -9.4893 14.9537  0.309
H10 0.3085 -10.5088 13.7280  0.286
N3 6.0319 -8.9374 17.7363  -0.164
C4 6.4254 -8.5967 16.4031  -0.771
C5 5.6761 -9.4119 15.3463  0.714
O1 6.3010 -9.5970 14.2713  -0.720
O2 4.4888 -9.7570 15.6660  -0.181
H11 6.4640 -9.8130 18.1132  0.412
H12 5.0192 -9.0785 17.8610  0.188
H13 6.3148 -8.2158 18.4197  0.407
H14 7.5161 -8.6901 16.2998  0.382
H15 6.1654 -7.5442 16.2370  0.273
N4 3.5620 -0.5528 17.5494  -0.442
C6 3.2236 -1.6643 17.3539  -0.009
C7 2.9311 -2.9915 17.0435  0.603
C8 1.8901 -3.6898 17.7126  -0.620
C9 1.5466 -4.9541 17.2939  -0.618
C10 2.3195 -5.6492 16.3160  0.292
C11 3.2857 -4.9159 15.6171  -0.296
C12 3.5847 -3.5848 15.9693  -0.650
C13 2.1641 -7.0483 16.0856  0.308
C14 2.2605 -8.2449 15.8319  -0.604
H16 1.3293 -3.1756 18.5165  0.414
H17 0.7759 -5.5426 17.7768  0.446
H18 3.8319 -5.3644 14.7968  0.522
H19 4.3392 -2.9961 15.4547  0.432
C15 5.3237 -14.2223 11.7060  -0.973
N5 4.3669 -14.0003 12.7962  -0.148
C16 4.3181 -12.8357 13.4763  0.486
N6 5.1932 -11.8727 13.1933  -0.059
S1 3.0826 -12.6567 14.6872  -0.484
H20 5.2674 -15.2676 11.3514  0.338
H21 6.3440 -14.0280 12.0935  0.320
H22 5.1008 -13.5842 10.8432  0.330
H23 3.5844 -14.6578 12.9371  0.287
H24 5.8876 -11.9736 12.4462  0.248
H25 5.3043 -10.9821 13.7072  -0.135
C17 2.0821 -8.6145 9.9893  -1.062
N7 2.5577 -8.5684 11.3466  -0.147
C18 2.4791 -9.5907 12.2012  0.404
N8 1.7478 -10.6960 11.8608  -0.279
O3 3.0473 -9.4749 13.3430  -0.392
H26 2.3506 -7.6918 9.4757  0.342
H27 0.9974 -8.7085 9.9672  0.348
H28 2.5142 -9.4726 9.4427  0.309
H29 2.9897 -7.7409 11.7336  0.294
H30 1.4535 -10.8002 10.8970  0.248
H31 1.9559 -11.5337 12.4004  0.131

Calculated values
**Net charge**: +2
**2S+1**: 4
**Molecular weight**: 491.6 g mol⁻¹
**LUMO energy (spin up / spin down)**: -5.56 / -5.50 eV
**Energy relative to the best compared isomer or geometry (same formula, charge and spin)**: 0.0 kcal per mole
**Electronic energy**: -76477.8838 eV

Record 2
Formula: C6H6
Source: OMol25
Level of theory: ωB97M-V/def2-TZVPD

Each line ends with the Mulliken charge.
Geometry (Å):
C1 1.5854 -0.9967 0.6969  -1.056
C2 0.1935 -0.5812 0.4445  0.038
C3 -0.1901 0.6213 -0.0946  0.180
C4 0.7697 1.6904 -0.0688  -0.681
C5 -1.5233 0.5956 -0.6561  -0.451
C6 -2.5847 0.3819 -1.1872  -0.036
H1 2.2555 -0.1754 0.4446  0.395
H2 1.7177 -1.3317 1.7296  0.293
H3 1.7834 -1.8658 0.0519  0.297
H4 -0.5899 -1.3205 0.6258  0.373
H5 0.2961 2.6198 -0.4450  0.223
H6 -3.5392 0.2759 -1.6497  0.423

Calculated values
**Molecular weight**: 78.1 g mol⁻¹
**LUMO energy**: -1.00 eV
**Energy relative to the best compared isomer or geometry (same formula, charge and spin)**: 142.2 kcal per mole
**Electronic energy**: -6313.0320 eV

Record 3
Formula: C2H11N2O2
Source: OMol25
Level of theory: ωB97M-V/def2-TZVPD

Each line ends with the Mulliken charge.
Geometry (Å):
C1 0.3193 0.4359 -1.0935  0.088
C2 1.3727 1.2566 -1.1256  -1.326
N1 2.5359 0.9879 -2.0051  -1.705
N2 -0.5197 0.2795 -0.0069  -0.305
H1 0.0457 -0.1454 -1.9731  0.328
H2 1.5918 1.7993 -0.2175  0.141
H3 2.4391 1.2443 -2.9855  0.875
H4 3.3207 1.6809 -1.6869  0.836
H5 2.8280 -0.0271 -1.9243  0.709
H6 -0.7229 1.0246 0.6280  0.167
H7 -0.9609 -0.6097 0.1349  0.227
H8 0.0542 -0.4661 3.9802  0.321
H9 -1.2555 -1.1271 3.5321  0.306
O1 -0.8237 -0.2763 3.6364  -0.629
H10 -3.0960 -2.0934 -0.6708  0.304
H11 -2.7588 -2.2331 0.8470  0.304
O2 -2.3961 -2.0263 -0.0190  -0.642

Calculated values
**2S+1**: 2
**Molecular weight**: 95.1 g mol⁻¹
**LUMO energy (spin up / spin down)**: 0.22 / 0.22 eV
**Energy relative to the best compared isomer or geometry (same formula, charge and spin)**: 59.1 kcal per mole
**Electronic energy**: -9323.3846 eV